Entry 1:
Below is a molecular structure, C17H35AlF6N2O5P, with properties calculated with wB97M-V/def2-TZVPD.

```
67
Properties=species:S:1:pos:R:3:forces:R:3
C 1.2751 3.2253 0.8443 0.0 -0.1 -0.3
H 0.1787 3.9613 -3.2428 0.0 0.0 0.0
H -3.3753 -4.6095 2.0544 0.0 0.0 0.0
H 2.5283 -0.4228 0.6031 -0.1 0.0 0.0
H -0.8657 -4.5786 2.1336 0.0 0.0 0.0
C 3.2010 1.2635 -6.9559 0.0 0.0 0.0
N 1.3153 1.4743 -5.3615 0.0 0.0 0.0
P -4.0312 1.7364 0.2202 -0.4 0.5 0.0
H -0.4788 1.7890 -4.3741 0.0 0.0 0.0
C -0.3119 -2.4060 3.3457 0.1 0.2 -0.1
C 0.9054 3.1905 -3.5056 0.0 0.0 0.0
H -5.0576 0.0806 -0.7785 -0.1 0.1 0.1
H -1.9113 -4.5541 5.7712 0.0 0.0 0.0
F 1.8758 3.9512 -0.1415 -0.1 -0.1 0.0
O -4.8178 0.2648 0.1372 0.1 -0.3 -0.1
O 1.1112 1.0309 2.8162 0.0 0.0 0.0
H 1.8467 3.6938 -3.7331 0.0 0.0 0.0
F -0.7611 3.2499 -0.3694 0.2 0.2 0.3
H 1.7352 -2.3372 4.0154 0.0 0.0 0.0
H 2.0172 -0.4732 -5.3620 0.0 0.0 0.0
F 2.9706 1.7196 0.1519 -0.4 0.0 0.1
H -0.5233 -1.3416 3.4683 -0.1 0.0 0.0
H -1.2465 -3.0309 6.3680 0.0 0.0 0.0
C 0.8017 -2.8158 4.3183 0.0 0.0 0.0
Al -2.1831 1.2049 1.6543 0.2 -0.7 0.0
H 0.7422 -0.1539 -4.2278 0.0 0.1 0.0
C 1.6649 0.2645 -4.6357 0.0 -0.1 0.0
H 0.0114 3.0678 -5.4537 0.1 0.0 0.0
H -2.6624 -6.1921 2.4050 0.0 0.0 0.0
O -3.3547 1.6704 -1.3340 0.3 0.2 0.0
H -1.1567 0.1858 0.9090 0.0 0.1 0.0
C 2.7084 0.3746 -3.5165 0.0 0.0 0.1
H 1.0481 2.5788 -2.6184 0.0 0.0 0.0
C 0.3869 2.3743 -4.6936 -0.1 0.1 0.0
C -2.8089 -5.1811 2.7904 0.0 0.0 0.0
H -3.4087 -5.2610 3.6980 0.0 0.0 0.0
H 3.9352 1.8570 -7.5032 0.0 0.0 0.0
H 0.5934 -2.4971 5.3396 0.0 0.0 0.0
C 1.5582 0.7565 1.7514 -0.1 0.0 -0.1
C 2.4193 2.1581 -6.0049 0.1 0.0 0.0
H 2.5324 0.7924 -7.6780 0.0 0.0 0.0
C -1.1085 2.9377 1.9847 -0.1 -0.1 0.1
N -1.5704 -3.1274 3.4037 0.1 -0.1 0.1
H 3.7440 0.4784 -6.4285 0.0 0.0 0.0
H 3.0597 -0.6236 -3.2439 0.0 0.0 0.0
H 3.5811 0.9531 -3.8248 0.0 0.0 0.0
C -2.4295 -2.8218 4.5311 -0.2 0.1 0.0
H -2.9603 -3.3760 6.5525 0.0 0.0 0.0
O -1.0885 3.5379 3.0362 0.1 0.1 -0.1
H 1.9940 2.9875 -6.5769 0.0 0.0 0.0
H -3.4545 -3.0859 4.2576 0.0 0.0 0.0
C -2.1073 -3.4851 5.8787 0.0 0.0 0.0
C 1.6466 1.7386 0.5546 0.1 0.1 -0.1
O 2.0873 -0.4420 1.4642 0.1 0.0 0.0
F 0.9283 1.2648 -0.4875 0.3 0.1 0.2
C -0.2318 3.5880 0.8505 0.0 0.3 0.0
H 2.3014 0.8324 -2.6177 0.0 0.1 0.0
F 1.8387 3.5882 2.0102 0.0 0.0 -0.1
H -3.0572 2.5694 -1.5301 -0.1 -0.2 -0.2
H 3.1230 2.6101 -5.2866 0.0 0.0 0.0
H 0.0722 -2.5039 2.3259 0.0 0.0 0.0
C -1.4600 -4.5257 3.0504 0.0 0.0 0.0
F -0.2734 4.9517 0.9358 0.1 -0.4 -0.1
H 0.9696 -3.8951 4.3219 0.0 0.0 0.0
H -2.6575 0.6473 3.0817 -0.1 0.1 0.1
H -2.4388 -1.7363 4.6469 0.0 0.0 0.0
H -0.9163 -5.1234 3.8042 0.0 0.0 0.0
```
Forces are in eV/Å.

## Properties
ΔE to the lowest compared entry with this formula, charge and spin   0.0 kJ/mol
Charge   -1
Gap between HOMO and LUMO   6.12 eV
Multiplicity   1
Molecular weight   519.42 g/mol

=====

Entry 2:
Below is a molecular structure, C36H57BBeN2S3, with properties calculated with wB97M-V/def2-TZVPD.

```
100
Properties=species:S:1:pos:R:3:forces:R:3
C -2.9039 0.0036 -0.2625 0.1 0.1 0.2
H -2.4524 -0.4426 -3.3021 0.0 0.0 0.0
C 2.3022 -3.7751 3.5077 0.0 0.0 0.0
C -0.7658 4.4319 -1.3983 -0.1 0.0 0.2
H -2.5130 1.8305 -3.3720 0.0 0.1 0.0
C 3.7810 -1.1755 -0.0971 -0.1 0.0 0.1
H 0.3954 3.1603 2.6420 0.1 0.1 -0.1
H -2.7081 4.7126 -2.2609 0.0 0.0 0.0
C 0.8915 -0.5960 -4.7222 0.0 -0.3 0.2
C 2.5033 2.9863 -0.8270 0.1 0.1 -0.1
S 0.0132 -1.8571 -3.7379 0.0 0.0 -0.3
C 4.0122 -1.1437 1.4171 -0.1 0.1 -0.1
H -2.0121 -0.3590 -0.7810 -0.1 0.0 -0.1
H -3.5694 -1.1366 -4.4937 0.0 0.0 0.1
B 0.5861 0.3704 0.8148 0.4 -0.1 0.3
H 1.1275 5.5788 1.0299 0.0 0.0 0.0
H -3.5169 2.4892 2.0856 0.0 0.0 0.0
N 1.2404 0.0417 2.0730 0.2 0.3 0.1
C 0.7822 -1.9044 3.4510 0.0 0.1 -0.2
C -1.2786 -4.6784 0.6176 -0.1 0.1 0.0
H -3.6930 2.8062 -1.0535 0.0 0.0 0.0
H -2.5386 2.8831 -4.7935 0.0 0.0 0.1
H 1.6786 -1.0917 -5.2938 0.0 0.0 0.0
H 0.0144 2.3574 -5.0192 0.0 0.0 0.0
H -2.0294 -2.8755 -4.2228 0.0 0.0 -0.1
C -1.5872 -1.9523 -4.5988 0.2 0.2 0.2
H 2.5551 -4.7676 3.8588 0.0 0.0 0.0
C 1.5227 4.1232 -0.5404 0.1 -0.2 0.2
H 0.4273 -3.3343 -1.2570 0.1 0.2 -0.1
H -3.6222 0.3564 -1.0070 0.0 0.0 -0.1
C 2.8904 -1.8049 2.2184 0.1 0.1 0.0
H -0.6638 -4.6652 1.5194 0.0 0.0 0.0
H 2.9458 -0.5283 -0.3766 0.0 0.1 0.0
C 3.1696 -3.0897 2.6790 0.0 0.0 0.1
C 0.0958 -2.7807 -0.3705 0.2 0.0 0.1
H -1.7896 -2.6100 0.6844 0.0 0.0 0.0
C -2.6448 3.0449 -0.9143 -0.1 0.1 -0.1
H 0.7682 -3.1390 0.4263 0.1 0.0 0.1
N 0.2370 1.7585 1.0045 0.2 0.1 -0.4
C 1.1264 -3.1701 3.9071 0.0 -0.1 0.0
C -0.4116 -0.9910 5.4457 0.0 0.1 -0.1
C 0.6285 2.1785 2.2684 -0.1 -0.1 0.2
H 4.1118 -3.5474 2.4005 0.0 0.0 0.0
H 1.6103 4.8246 -1.3738 -0.1 0.0 0.0
C -2.1923 -3.3229 -1.2824 0.0 0.1 0.1
H 0.4583 -3.6993 4.5759 0.0 0.0 0.0
H -1.8376 -2.3567 2.5972 0.0 0.0 0.0
H 3.5842 0.9684 1.7162 -0.1 0.2 -0.1
H 0.4471 -0.3519 5.6577 0.0 0.0 0.0
C -2.5466 -0.7953 -4.3278 0.0 0.1 -0.2
H -0.8498 -5.4078 -0.0749 0.0 0.0 0.0
C 4.3806 0.2597 1.9035 0.0 -0.2 0.0
H -0.5129 3.4324 -3.7087 0.0 0.0 -0.1
H 2.1400 0.0039 -3.0662 0.1 0.0 0.0
H -4.1143 0.8238 2.1458 0.0 0.0 0.0
H 5.2790 0.6102 1.3913 0.0 0.0 0.0
C 1.4905 0.4650 -3.8141 -0.4 0.1 0.1
C -3.7611 1.6144 1.4812 0.1 0.0 0.0
H -2.1703 -2.3519 -1.7847 -0.1 -0.1 0.0
H 2.8082 5.5274 0.4887 0.0 0.0 0.0
C 0.0593 3.6877 -0.5559 0.1 0.0 0.0
H -0.3382 5.2708 -1.9350 0.0 0.0 0.0
H -1.8191 0.7383 1.4215 0.0 0.0 0.0
H 1.6489 1.1273 3.9021 0.0 0.0 0.0
C -1.7308 -2.1773 3.6656 0.1 0.1 0.0
C -2.0996 4.1209 -1.5877 0.0 0.0 0.1
C -2.0234 2.0451 -4.3215 0.1 -0.3 -0.2
C 1.6571 -1.2276 2.5777 0.0 -0.3 0.1
H 3.5580 -2.1887 -0.4358 0.0 0.0 0.0
C -0.5607 2.4128 -4.0951 0.0 -0.2 0.3
H -2.6403 -1.6901 4.0224 0.0 0.0 0.0
H -3.3531 -0.8318 0.2796 0.0 0.0 0.0
C -1.3179 -3.2943 -0.0298 0.0 0.0 -0.1
H 3.5104 3.3876 -0.9607 0.0 0.0 0.1
C -2.5315 1.1365 0.7000 -0.2 0.0 -0.1
C -0.5173 -1.2877 3.9450 0.0 -0.1 0.1
H 4.5801 0.2472 2.9767 0.0 0.0 0.0
Be 0.3565 -1.0792 -0.2778 -0.4 -0.8 -0.2
S -2.3096 0.6383 -5.4443 0.0 0.0 0.1
H 2.2144 2.4539 -1.7348 0.2 0.1 0.2
H 4.8905 -1.7679 1.6034 0.0 0.0 0.0
H 2.0792 1.1824 -4.3880 0.1 0.0 0.0
C -0.5121 2.5986 0.1303 -0.3 0.1 -0.1
H -2.2829 -5.0126 0.8941 0.0 -0.1 0.0
H -3.2296 -3.5694 -1.0434 0.0 0.0 0.0
H -1.3959 -2.0680 -5.6660 -0.1 -0.1 0.0
H -0.6817 -0.3424 3.4310 0.0 0.0 -0.1
H 4.6710 -0.8230 -0.6226 0.0 0.0 0.0
H -4.5807 1.8810 0.8114 0.0 0.0 0.0
H 0.1747 -0.1605 -5.4108 0.0 0.1 -0.1
H -1.8150 -4.0751 -1.9818 0.0 0.0 0.0
H -1.3107 -0.4843 5.8016 0.0 0.0 0.0
H 2.1944 4.2570 1.5365 0.0 -0.1 0.1
C 1.9327 4.9142 0.7110 -0.1 0.0 -0.1
S 0.2651 1.3841 -2.8317 -0.2 -0.2 -0.5
H -0.2908 -1.9127 6.0178 0.0 0.0 0.0
C -1.8725 2.2825 -0.0479 0.2 -0.1 0.2
C 1.2220 1.1545 2.9129 0.1 0.0 -0.1
H 2.5249 2.2747 -0.0082 0.1 -0.1 0.1
H -1.6457 -3.1442 4.1644 0.0 0.0 0.0
```
Forces are in eV/Å.

## Properties
ΔE to the lowest compared entry with this formula, charge and spin   87.0 kJ/mol
Gap between HOMO and LUMO   8.37 eV
Multiplicity   1
Molecular weight   633.89 g/mol

=====

> Which formula does entry 2 have?

C36H57BBeN2S3

=====

> Which value of ΔE to the lowest compared entry with this formula, charge and spin does entry 1 give?

0.0 kJ/mol